{
  "formula": "C29H80N14O13",
  "method": "wB97M-V/def2-TZVPD",
  "total_charge": 1,
  "spin_multiplicity": 2,
  "e_homo_ev": [-9.97, -9.97],
  "homo_lumo_gap_ha": [0.26045, 0.05718],
  "de_lowest_ev": 0.000,
  "symbols": ["H", "C", "C", "H", "H", "H", "H", "H", "N", "N", "H", "H", "C", "C", "C", "C", "O", "O", "H", "O", "H", "H", "C", "N", "H", "H", "O", "H", "C", "H", "O", "H", "H", "H", "O", "N", "H", "H", "N", "N", "H", "H", "C", "H", "H", "H", "H", "N", "C", "H", "H", "H", "H", "C", "C", "H", "H", "H", "H", "H", "C", "N", "H", "H", "N", "H", "C", "H", "H", "H", "H", "H", "H", "N", "O", "C", "O", "H", "H", "H", "H", "H", "O", "N", "C", "O", "N", "H", "H", "H", "H", "C", "C", "C", "H", "H", "H", "H", "H", "H", "N", "H", "C", "O", "H", "C", "H", "H", "O", "H", "H", "H", "C", "C", "H", "H", "C", "C", "C", "H", "H", "H", "O", "H", "H", "C", "H", "H", "N", "H", "H", "C", "H", "H", "H", "C"],
  "coordinates": [[3.98159, -7.43444, -3.07842], [-1.23034, 1.18159, -0.07003], [2.83941, 0.96278, -1.94246], [-3.65012, 9.76367, 4.80330], [4.18944, -5.22512, -0.75155], [-3.44321, 5.47635, 3.78693], [5.44669, 2.96910, 1.16561], [-0.84678, 5.32705, -5.51846], [-1.30721, 0.71085, 1.11529], [2.43495, -2.57238, 2.01298], [-1.92807, 1.16278, 1.77134], [-4.63496, -0.07156, 2.57065], [3.77097, -7.45635, -2.00919], [11.69392, 1.76121, -0.08346], [4.24279, 2.15543, -0.36539], [-1.82772, -1.13598, -5.44271], [-1.19259, 3.50851, -4.69730], [-1.52293, -0.63932, 7.26862], [-0.52082, 0.42402, -1.80973], [-3.57027, 1.73203, 2.83018], [-1.03839, -0.72863, -6.07449], [1.95938, 1.11512, -1.31760], [0.22975, -3.52633, -1.89507], [0.45448, -2.94699, 2.90972], [4.26907, 3.08802, -0.92904], [8.02835, 1.40433, 1.14391], [0.55048, -1.72293, 1.06581], [-5.28757, 10.27540, 4.49564], [1.29345, -10.12928, -2.29742], [2.95984, -2.90149, 2.81064], [2.22483, -9.17141, -2.67144], [-0.09994, -4.05618, -1.00139], [0.63168, -10.47957, -3.08954], [11.63947, 0.83131, -0.64950], [-1.72424, 2.22466, -0.42531], [-0.61235, 0.30374, -0.81111], [5.75063, 1.26625, 1.12315], [3.92678, -5.00530, -2.55398], [6.78589, 2.37108, -0.36506], [-3.23711, -1.65920, 1.11559], [-4.56078, 0.44485, 4.22928], [0.63247, -9.70562, -1.54131], [-1.60401, -1.03685, 6.10137], [-2.34557, -2.78445, 6.49452], [6.89570, 1.77903, -1.17594], [2.09299, -6.27108, -2.32363], [-3.78581, -2.05638, 0.36640], [-4.41705, 5.22706, 3.88481], [7.95208, 2.31130, 0.54415], [-5.05486, 6.04047, 2.14105], [12.37322, 1.58306, 0.75017], [-2.66019, 3.33800, -3.14040], [3.34762, 2.27862, 0.24421], [1.12948, -2.36091, 1.96703], [5.59779, 2.13405, 0.48153], [-4.94299, 3.78149, -0.53787], [1.01670, -3.30262, 3.66967], [2.01981, -4.18205, -0.38489], [-0.78714, -4.21521, -6.18550], [1.69499, -11.06596, -1.91078], [-3.41358, 2.83976, 3.70546], [-5.26295, 0.79048, -0.08570], [-0.55940, -1.44437, -3.67533], [-0.33252, -0.56706, -0.38274], [-2.01943, -2.19237, 5.74408], [-6.27400, 6.00765, 3.40497], [-4.89712, 7.70102, 3.47864], [-2.65338, -0.55863, -5.85872], [-4.96934, 9.89398, 5.97629], [9.25011, 1.76971, -1.14491], [-4.31807, 4.09177, 2.21479], [-3.55239, -4.44306, 2.32907], [-5.93366, 0.09907, -0.38935], [-1.29323, -0.34858, 5.03601], [1.42486, -4.24180, -2.35704], [2.44876, -4.01627, -1.37313], [10.42397, 2.09121, 0.53174], [4.67202, -7.44069, -1.39604], [2.84378, 1.66221, -2.77844], [9.31146, 3.45685, -0.61698], [8.00829, 3.11183, 1.28179], [-0.53265, -2.73466, 2.93417], [4.12729, 0.98114, -1.26590], [2.76714, -6.46916, -1.59811], [-2.18500, 1.45278, -3.86466], [-6.57033, 2.28938, -1.04026], [-4.69109, 2.89418, -0.12637], [-2.41521, 3.23984, 3.52860], [2.99702, -2.20624, 1.25791], [-5.62670, 1.27465, 3.12892], [11.95226, 2.54080, -0.80013], [-1.08123, 4.90725, -4.54025], [-5.22497, 6.22321, 3.20207], [-1.74549, 2.87772, -3.51399], [-5.44152, 8.42572, 2.87324], [-3.48464, 2.55605, 4.75549], [-2.92796, -0.70132, 1.19922], [-0.97361, 2.88593, -2.74442], [-0.58831, -3.50202, -2.61500], [-0.02674, -3.32077, -4.88205], [-3.67986, -3.61107, 1.77082], [-3.73211, 2.68511, 0.11182], [-0.64194, -3.21568, -5.77568], [-1.89733, -2.51170, -5.78129], [-2.95586, 1.13753, -3.16145], [-3.08025, -2.48442, 2.06147], [-3.86078, 7.93328, 3.23338], [0.47820, -2.47981, -1.71856], [-5.10035, 8.14368, 4.79854], [-4.18247, -3.59533, 0.89490], [-2.18169, -2.42750, 4.77533], [3.03986, -9.00306, -0.63346], [-4.69285, 9.51008, 4.99432], [-4.46873, 3.92424, 3.28125], [-2.23075, -0.99881, -3.32064], [-1.65995, -0.57169, 4.12178], [-5.58848, 2.00924, -0.38625], [-1.40224, -0.84016, -4.01095], [3.48015, -5.19932, -1.57881], [-1.08632, 0.62098, 5.22901], [-5.45547, 3.48332, 3.42281], [2.71871, -0.01480, -2.40923], [-2.46860, -2.28182, 3.06455], [-4.34491, 0.65738, 0.31375], [-0.27461, 5.12610, -3.84056], [-4.64210, 0.81355, 3.20676], [-0.39742, 0.75919, -4.50948], [2.80777, -2.98925, -1.43981], [-1.02126, 0.54191, -3.74549], [4.06858, -9.51793, -1.93580], [-1.99611, 5.42255, -4.24775], [3.20940, -8.88848, -1.70407], [-0.04045, -2.76595, -6.56566], [-2.59576, 1.40838, -4.87331], [-0.84334, -0.17028, 1.28420], [9.26319, 2.42369, -0.27299]]
}